(1)
# C9H25B11Br6KN2O6S

C9H25B11Br6KN2O6S as an isolated structure in a non-equilibrium geometry (the ωB97M-V functional and the def2-TZVPD basis, OMol25).

Structure (XYZ):
```
61
Properties=species:S:1:pos:R:3:forces:R:3
K 13.6851 9.5713 10.4779 -0.09 -0.84 -0.81
Br 12.0429 7.7166 12.7138 -0.11 0.01 0.10
B 10.0797 7.6851 12.6045 -0.43 -0.15 0.39
B 9.2230 6.2437 13.1952 0.17 -0.38 0.49
C 7.8303 6.1314 12.2048 0.05 -0.73 0.21
B 9.2742 6.5640 11.4740 0.33 0.13 0.13
B 7.7788 7.3145 10.9673 -0.57 -0.46 -0.95
B 6.7091 7.3693 12.3591 -1.06 0.03 0.41
B 7.6169 6.7513 13.7872 0.09 -0.32 0.19
B 9.0430 7.8154 14.0397 -0.41 -0.28 0.20
Br 9.7351 8.1339 15.8298 0.07 -0.13 0.08
B 7.4164 8.4693 13.5563 0.25 0.61 0.23
Br 6.3588 9.6303 14.7624 0.19 -0.46 -0.29
B 7.5191 8.8377 11.8112 0.63 0.11 -0.01
Br 6.6227 10.3753 11.0397 -0.15 -0.06 -0.19
B 9.1808 8.3006 11.2570 0.12 0.81 -0.09
Br 10.2828 9.1312 9.8430 -0.40 0.04 -0.21
B 8.9315 9.1448 12.8739 0.75 -0.45 -0.38
Br 9.6474 10.9135 13.2761 -0.11 -0.45 -0.24
H 9.7529 5.2228 13.5923 -0.39 0.73 -0.13
H 7.5105 5.0876 12.0158 0.02 1.02 0.04
H 9.8234 5.7946 10.7720 0.09 -0.01 -0.12
H 7.3219 7.0387 9.8918 0.17 0.09 0.40
H 5.5120 7.1950 12.2566 0.79 -0.01 0.04
H 7.1074 6.1244 14.6680 0.02 0.11 -0.41
O 13.5984 11.3381 11.8835 -0.93 0.33 1.18
S 13.3021 12.7574 11.9680 -1.19 1.07 -1.50
O 12.5804 13.2328 13.1467 1.34 -0.52 -1.28
O 14.4497 13.4716 11.4315 -0.28 0.73 0.99
O 12.1272 12.9918 10.6695 1.18 -1.48 1.55
C 16.4176 10.8280 6.7430 -0.16 0.28 -1.00
C 15.6516 9.6160 7.2512 0.90 1.18 2.10
N 15.2981 8.6908 6.3623 -1.69 -1.14 -0.57
O 15.4729 9.4873 8.4690 -0.35 -0.20 -0.73
H 17.1000 10.4784 5.9464 -0.41 0.47 0.04
H 17.0255 11.3259 7.4873 -0.04 -0.40 0.50
H 15.7334 11.6407 6.3873 0.39 -0.92 -0.06
H 15.3040 8.9639 5.3912 0.07 -0.06 0.06
H 14.5054 8.0487 6.6317 1.02 0.63 -0.17
C 11.6259 14.8839 7.7032 -0.84 0.21 0.09
C 12.6274 14.4193 8.7486 1.06 -0.67 -0.64
C 13.9946 15.1254 8.6412 0.60 0.90 2.01
C 12.0921 14.2977 10.1872 -0.19 1.37 -0.02
H 12.1195 14.7529 6.7114 -0.69 0.33 0.49
H 11.3068 15.9481 7.8686 0.35 -0.79 -0.33
H 10.6896 14.2503 7.7705 1.01 0.64 -0.27
H 12.9166 13.4217 8.3805 -0.44 -0.23 0.65
H 13.9411 16.2522 8.7488 -0.12 -1.06 -0.27
H 14.4972 14.8807 7.7019 -0.02 0.10 0.05
H 14.6410 14.7850 9.5366 -0.89 0.36 -1.57
H 11.0339 14.6610 10.2123 0.64 -0.26 0.09
H 12.7064 14.9385 10.8568 -0.53 -0.07 -0.44
C 14.0574 5.4907 8.7608 -0.46 0.21 0.58
C 12.8265 6.1420 8.1179 -0.30 0.53 0.39
N 11.6420 5.6641 8.6232 0.39 0.45 -0.53
O 12.8609 7.0274 7.2513 0.26 -1.14 0.88
H 14.2060 4.5096 8.2999 0.33 0.26 -0.10
H 13.8585 5.2905 9.8361 -0.01 0.15 -0.61
H 14.9345 6.1505 8.7280 -0.25 -0.35 -0.41
H 11.5919 5.1669 9.4966 0.32 0.02 -0.03
H 10.8209 6.2108 8.4238 -0.12 0.13 -0.17
```
Positions in Å, forces in eV/Å.

- Orbital gap: 8.38 eV
- F_max: 2.6 eV/A
- Total charge: -1
- LUMO level: 1.677 eV

=====

(2)
# C9H25BClNO7PS2

A 3-piece molecular cluster, C9H25BClNO7PS2 overall in a non-equilibrium geometry (the ωB97M-V functional and the def2-TZVPD basis, OMol25).

Structure (XYZ):
```
47
Properties=species:S:1:pos:R:3:forces:R:3
C 1.6623 -0.1645 -0.4906 -0.02 0.88 0.05
B 1.8539 1.4689 -0.6840 0.51 -0.50 -0.16
C 3.2511 1.8280 -1.5034 -0.67 0.32 0.89
C 4.1790 2.8888 -0.9922 1.25 -0.10 -0.68
O 5.3253 3.0152 -1.3375 -0.73 -0.01 0.40
Cl 3.5739 4.0875 0.1984 -0.16 0.07 -0.03
P 0.2480 2.1635 -1.5429 -0.47 0.53 1.26
N -0.9031 2.6897 -0.5510 0.44 -0.31 -0.22
H 0.6167 -0.4458 -0.5476 -0.32 -0.27 -0.13
H 1.9797 -0.4422 0.5027 0.22 -0.23 0.41
H 2.2411 -0.7641 -1.1836 0.03 -0.24 -0.37
H 1.8863 1.9830 0.4064 -0.23 0.18 -0.03
H 3.0900 2.1179 -2.5344 -0.15 0.15 -0.51
H 3.8789 0.9505 -1.5525 0.35 -0.37 -0.10
H -0.2856 1.1622 -2.4065 0.29 0.11 -0.36
H 0.6233 3.2087 -2.4536 0.05 -0.27 -0.34
H -1.7728 2.2139 -0.7287 -0.34 0.14 -0.06
O 3.2170 -2.9697 1.1951 -0.22 -0.22 -0.20
S 4.3961 -3.3771 1.8824 0.21 0.30 0.26
O 5.1071 -4.5505 1.4724 -0.01 -0.09 -0.09
O 4.0643 -3.4894 3.4388 0.17 -0.02 0.05
C 2.9209 -4.2791 3.8150 -0.38 -0.25 0.10
C 3.1797 -5.7711 3.7270 0.13 0.02 -0.14
C 5.5164 -2.0266 1.9880 0.04 0.03 0.05
H 2.0629 -3.9847 3.2088 0.08 0.05 -0.08
H 2.7104 -3.9939 4.8436 0.11 0.12 0.01
H 3.3329 -6.0878 2.6972 -0.01 0.01 -0.03
H 2.3274 -6.3193 4.1300 -0.02 0.05 0.05
H 4.0727 -6.0387 4.2914 -0.02 0.00 0.05
H 4.9754 -1.1485 2.3279 -0.04 0.01 -0.01
H 5.9084 -1.8656 0.9870 -0.03 -0.01 -0.05
H 6.3191 -2.2881 2.6716 0.01 -0.03 0.00
O -4.1017 2.0240 -1.2776 0.04 0.12 0.21
S -5.1186 2.1373 -2.2667 -0.07 -0.26 -0.21
O -5.5049 3.4157 -2.7768 0.00 0.12 0.01
O -6.4212 1.3727 -1.7457 -0.08 -0.03 -0.15
C -6.9051 1.7242 -0.4356 -0.14 0.13 0.44
C -7.6276 3.0574 -0.4120 0.10 0.07 -0.15
C -4.7554 1.0697 -3.6162 -0.04 -0.06 -0.05
H -6.0757 1.7072 0.2731 0.07 0.02 -0.09
H -7.5878 0.9211 -0.1645 0.03 -0.09 -0.13
H -6.9477 3.8808 -0.6209 0.03 0.00 0.01
H -8.0707 3.2213 0.5708 -0.01 -0.07 0.02
H -8.4154 3.0791 -1.1649 -0.04 -0.03 0.02
H -4.4949 0.0897 -3.2286 0.01 -0.01 0.03
H -3.9098 1.5084 -4.1401 0.04 0.04 0.04
H -5.6220 1.0200 -4.2695 -0.01 0.02 0.00
```
Positions in Å, forces in eV/Å.

- Orbital gap: 5.94 eV
- F_max: 1.4 eV/A
- Total charge: -1
- LUMO level: 2.406 eV

=====

(3)
# C9H25ClGaI2NOP2

C9H25ClGaI2NOP2 as an isolated structure in a non-equilibrium geometry (the ωB97M-V functional and the def2-TZVPD basis, OMol25).

Structure (XYZ):
```
42
Properties=species:S:1:pos:R:3:forces:R:3
I -0.2527 2.0892 1.1405 0.57 2.43 -2.61
I -0.3797 -2.0906 0.5357 -0.38 -0.60 -1.46
Ga 0.0670 -0.0921 -3.3472 -0.18 0.11 0.13
P -2.1452 0.0585 -1.4006 -1.99 0.04 -1.34
C -3.0593 0.0995 0.2049 0.81 0.21 0.68
C -3.0685 1.3825 -2.2972 0.27 0.62 0.46
H -4.1368 1.1542 -2.2274 0.18 -0.11 -0.14
H -4.2048 -0.9722 -2.1717 0.22 0.06 -0.10
H -2.7688 1.3970 -3.3653 -0.15 0.39 0.66
H -2.8647 -1.3447 -3.3069 -0.17 -0.27 0.69
H -2.7841 1.0472 0.7303 -0.23 -1.06 -0.15
H -2.9581 2.3370 -1.7527 0.30 -0.11 -0.75
C -3.1492 -1.2568 -2.2373 0.38 -0.57 0.38
H -4.1303 0.1239 0.0396 -0.19 -0.08 -0.31
H -3.0718 -2.1959 -1.6627 0.19 0.05 -0.68
H -2.8157 -0.8291 0.7734 -0.30 0.99 -0.13
P 2.2137 0.0930 -1.4032 1.85 -0.05 -1.38
C 3.2018 0.1470 0.1674 -0.96 0.25 0.43
C 3.0779 -1.2879 -2.2766 -0.09 -0.45 0.29
H 2.6181 1.3630 -3.4659 0.18 0.36 0.63
H 4.0867 1.3585 -2.4320 -0.26 -0.38 -0.03
H 2.7954 2.4004 -1.9366 -0.30 -0.14 -0.60
C 2.9908 1.4300 -2.4211 -0.17 0.50 0.45
H 2.7306 -1.3478 -3.3310 0.15 -0.28 0.68
H 4.1683 -1.1524 -2.2928 -0.29 0.28 0.01
H 4.2461 0.4675 0.0368 -0.31 -0.41 -0.29
H 3.1168 -0.8599 0.6240 0.28 0.59 -0.10
H 2.9204 -2.2172 -1.7009 -0.21 0.11 -0.65
H 2.7275 0.9057 0.8152 0.19 -0.42 -0.04
Cl -0.0619 0.1188 -5.5461 0.05 -0.05 1.09
C -0.7016 1.0077 3.8512 0.14 1.21 1.47
N 0.1677 -0.1613 3.6855 -0.20 -0.94 -0.96
C 0.6343 -1.0162 4.7650 0.28 -0.02 0.99
C 0.4273 -0.7586 2.5756 0.27 1.95 0.71
O -0.1008 -0.2427 1.4872 0.11 -2.67 -1.09
H -0.7912 1.2729 4.9157 0.20 -0.51 -0.29
H -1.7034 0.9273 3.4585 -0.27 -0.82 -0.21
H -0.3158 1.9081 3.3224 0.16 -1.09 1.31
H 0.1888 -2.0023 4.5785 0.44 0.18 0.58
H 1.7277 -1.0003 4.6917 -0.28 -0.34 0.65
H 0.2608 -0.6064 5.6928 0.26 -0.13 0.31
H 1.0966 -1.6546 2.4832 -0.56 1.18 0.69
```
Positions in Å, forces in eV/Å.

- Orbital gap (alpha / beta): 4.77 / 5.98 eV
- F_max: 3.6 eV/A
- ΔE to the lowest compared entry with this formula, charge and spin: 6.330 eV
- Total charge: +2
- LUMO level (alpha / beta): -9.304 / -8.957 eV

=====

(4)
# C9H25IN2Ni

C9H25IN2Ni as an isolated structure in a non-equilibrium geometry (the ωB97M-V functional and the def2-TZVPD basis, OMol25).

Structure (XYZ):
```
38
Properties=species:S:1:pos:R:3:forces:R:3
C 1.1256 -2.5374 -2.9076 0.21 -0.43 -0.02
C 0.7533 -3.5378 -1.8169 -0.13 -0.62 -0.45
H 0.2764 -2.3305 -3.5532 -0.17 0.06 -0.09
H 1.8920 -2.9910 -3.5359 0.11 0.15 -0.10
H 1.5308 -1.5947 -2.5437 -0.04 -0.06 0.10
H -0.1733 -3.2740 -1.3106 -0.03 0.12 0.22
H 0.5776 -4.5193 -2.2721 -0.12 0.09 -0.06
H 1.5306 -3.7024 -1.0746 -0.05 0.23 -0.15
Ni 0.5298 -0.4476 -0.4492 0.10 0.29 0.73
C 1.7820 -1.7432 0.3662 0.01 -1.44 0.78
H 1.2628 -2.6801 0.6637 0.25 0.25 0.03
H 2.1220 -1.2685 1.2974 0.05 -0.04 -0.31
H 2.7178 -2.0031 -0.1718 -0.86 -0.02 0.18
I 2.7670 0.5760 -1.0304 0.58 1.65 -0.66
C -2.0297 0.7499 -1.4750 -0.01 0.17 -0.11
N -0.8590 1.2720 -0.7612 0.30 -0.07 0.19
C -0.3005 2.4234 -1.4676 -0.12 0.21 -0.05
C -1.2221 1.7488 0.6038 0.00 -0.21 -0.67
C -1.8618 0.6195 1.3506 0.34 -0.47 0.12
N -0.9024 -0.5125 1.3496 -0.65 -0.30 0.38
C 0.0592 -0.2869 2.4390 0.02 -0.17 -0.05
C -1.6290 -1.7818 1.5482 -0.09 -0.16 -0.01
H -1.8390 0.7767 -2.5478 0.05 -0.04 0.07
H -2.9043 1.3728 -1.2637 -0.20 -0.01 -0.12
H -2.2455 -0.2846 -1.1981 -0.02 0.10 0.05
H -1.0601 3.2093 -1.4929 -0.02 0.24 -0.16
H 0.5781 2.7886 -0.9414 0.03 -0.06 -0.02
H -0.0081 2.1713 -2.4817 0.05 -0.15 -0.03
H -0.3024 2.0500 1.1058 -0.02 0.18 -0.13
H -1.8952 2.6189 0.5336 0.10 -0.13 0.01
H -2.0861 0.9040 2.3839 -0.17 0.06 -0.04
H -2.7876 0.3173 0.8614 0.02 -0.05 0.11
H -0.4448 -0.0631 3.3857 -0.10 -0.02 0.01
H 0.6862 -1.1662 2.5619 -0.08 0.13 0.03
H 0.6852 0.5527 2.1481 0.24 -0.01 0.26
H -2.4125 -1.8876 0.7807 0.29 0.08 0.23
H -0.9493 -2.6383 1.4538 -0.04 0.32 0.03
H -2.1173 -1.8349 2.5420 0.18 0.12 -0.30
```
Positions in Å, forces in eV/Å.

- Orbital gap (alpha / beta): 6.94 / 7.69 eV
- 2S+1: 3
- F_max: 1.9 eV/A
- ΔE to the lowest compared entry with this formula, charge and spin: 0.000 eV
- Total charge: 0
- LUMO level (alpha / beta): 0.472 / 0.258 eV

=====

Question: What is the total charge in the second record?
Answer: -1

=====

Please write out number 4 again, unchanged.
# C9H25IN2Ni

C9H25IN2Ni as an isolated structure in a non-equilibrium geometry (the ωB97M-V functional and the def2-TZVPD basis, OMol25).

Structure (XYZ):
```
38
Properties=species:S:1:pos:R:3:forces:R:3
C 1.1256 -2.5374 -2.9076 0.21 -0.43 -0.02
C 0.7533 -3.5378 -1.8169 -0.13 -0.62 -0.45
H 0.2764 -2.3305 -3.5532 -0.17 0.06 -0.09
H 1.8920 -2.9910 -3.5359 0.11 0.15 -0.10
H 1.5308 -1.5947 -2.5437 -0.04 -0.06 0.10
H -0.1733 -3.2740 -1.3106 -0.03 0.12 0.22
H 0.5776 -4.5193 -2.2721 -0.12 0.09 -0.06
H 1.5306 -3.7024 -1.0746 -0.05 0.23 -0.15
Ni 0.5298 -0.4476 -0.4492 0.10 0.29 0.73
C 1.7820 -1.7432 0.3662 0.01 -1.44 0.78
H 1.2628 -2.6801 0.6637 0.25 0.25 0.03
H 2.1220 -1.2685 1.2974 0.05 -0.04 -0.31
H 2.7178 -2.0031 -0.1718 -0.86 -0.02 0.18
I 2.7670 0.5760 -1.0304 0.58 1.65 -0.66
C -2.0297 0.7499 -1.4750 -0.01 0.17 -0.11
N -0.8590 1.2720 -0.7612 0.30 -0.07 0.19
C -0.3005 2.4234 -1.4676 -0.12 0.21 -0.05
C -1.2221 1.7488 0.6038 0.00 -0.21 -0.67
C -1.8618 0.6195 1.3506 0.34 -0.47 0.12
N -0.9024 -0.5125 1.3496 -0.65 -0.30 0.38
C 0.0592 -0.2869 2.4390 0.02 -0.17 -0.05
C -1.6290 -1.7818 1.5482 -0.09 -0.16 -0.01
H -1.8390 0.7767 -2.5478 0.05 -0.04 0.07
H -2.9043 1.3728 -1.2637 -0.20 -0.01 -0.12
H -2.2455 -0.2846 -1.1981 -0.02 0.10 0.05
H -1.0601 3.2093 -1.4929 -0.02 0.24 -0.16
H 0.5781 2.7886 -0.9414 0.03 -0.06 -0.02
H -0.0081 2.1713 -2.4817 0.05 -0.15 -0.03
H -0.3024 2.0500 1.1058 -0.02 0.18 -0.13
H -1.8952 2.6189 0.5336 0.10 -0.13 0.01
H -2.0861 0.9040 2.3839 -0.17 0.06 -0.04
H -2.7876 0.3173 0.8614 0.02 -0.05 0.11
H -0.4448 -0.0631 3.3857 -0.10 -0.02 0.01
H 0.6862 -1.1662 2.5619 -0.08 0.13 0.03
H 0.6852 0.5527 2.1481 0.24 -0.01 0.26
H -2.4125 -1.8876 0.7807 0.29 0.08 0.23
H -0.9493 -2.6383 1.4538 -0.04 0.32 0.03
H -2.1173 -1.8349 2.5420 0.18 0.12 -0.30
```
Positions in Å, forces in eV/Å.

- Orbital gap (alpha / beta): 6.94 / 7.69 eV
- 2S+1: 3
- F_max: 1.9 eV/A
- ΔE to the lowest compared entry with this formula, charge and spin: 0.000 eV
- Total charge: 0
- LUMO level (alpha / beta): 0.472 / 0.258 eV

=====

Question: The lowest F_max belongs to which entry?
Answer: C9H25BClNO7PS2